Record 1
104
Properties=species:S:1:pos:R:3:forces:R:3:lowdin_spin:R:1 method="wB97M-V/def2-TZVPD" s2=3.7890 e_above_lowest_kcal_mol=5.8 charge=0 max_force_ev_per_a=1.16 homo_energy_ev="-7.6 / -7.9" spin_multiplicity=4
Co 1.2553 -1.1184 -1.7692 1.031 -0.521 -0.024 2.24
C -3.0402 -3.6481 -2.9907 0.036 -0.031 0.070 0.00
C -2.9188 -2.5785 -1.9559 -0.324 -0.012 0.086 0.00
C -3.9764 -2.1320 -1.2322 0.277 -0.007 -0.144 0.00
C -3.7920 -1.1049 -0.2692 -0.009 0.003 -0.178 0.00
N -2.6441 -0.5099 -0.1425 -0.197 0.434 0.276 0.01
N -1.5952 -0.9287 -0.8602 0.166 -0.663 -0.313 0.03
B -0.3267 -0.0735 -0.6572 -0.616 0.360 0.053 0.15
N 0.3010 -0.0127 0.7489 0.771 -0.283 0.357 0.04
N -0.4165 -0.2292 1.8356 -0.339 -0.291 -0.027 -0.01
C 0.1642 -0.1717 3.0099 0.028 0.039 -0.040 0.01
C 1.5252 0.1619 3.1275 0.127 -0.004 -0.267 0.00
C 2.2643 0.4319 2.0090 -0.008 -0.050 0.401 0.01
C 3.7284 0.7191 2.0736 0.010 -0.030 -0.073 0.00
C 1.6065 0.3140 0.7724 -0.078 0.017 -0.103 0.02
S 2.4144 0.5419 -0.7326 -0.479 -0.242 -0.309 0.08
C -0.7250 -0.4441 4.2144 -0.165 0.053 0.012 0.00
C -1.5594 -1.7003 3.9374 0.104 0.048 -0.046 0.00
C 0.1010 -0.6587 5.4833 -0.018 0.003 -0.132 0.00
C -1.6336 0.7833 4.4032 0.061 -0.090 0.008 0.00
N -0.5382 1.3735 -1.0960 -0.118 0.654 -0.228 0.01
N -0.6604 2.2546 -0.0943 -0.088 0.066 0.286 0.00
C -0.8104 3.5133 -0.3631 -0.036 -0.006 0.122 0.00
C -0.8249 3.9826 -1.7041 0.034 -0.258 -0.343 0.00
C -0.6769 3.1044 -2.7330 -0.083 0.442 0.287 0.00
C -0.6063 3.5262 -4.1620 -0.012 0.000 0.031 0.00
C -0.5281 1.7202 -2.4014 0.036 -0.488 -0.149 0.01
S -0.2746 0.5135 -3.5398 0.134 0.233 0.208 0.07
C -0.9607 4.4709 0.8076 -0.025 0.031 0.133 0.00
C -0.8790 3.7179 2.1371 0.003 -0.006 -0.152 0.00
C -2.3278 5.1634 0.7092 0.054 -0.053 -0.038 0.00
C 0.1578 5.5206 0.7397 -0.042 -0.076 -0.048 0.00
C -1.6442 -1.9859 -1.6998 0.148 0.050 0.024 0.01
S -0.2722 -2.5877 -2.4858 -0.262 0.042 0.128 0.01
C -4.9341 -0.7239 0.6564 0.007 0.059 0.184 0.00
C -6.1882 -0.3499 -0.1416 0.088 -0.025 -0.032 0.00
C -4.5402 0.4534 1.5484 0.026 -0.091 -0.093 0.00
C -5.2178 -1.9639 1.5274 0.007 0.103 -0.041 0.00
H -4.0865 -3.8845 -3.1755 0.006 -0.017 0.005 0.00
H -2.5210 -4.5493 -2.6578 0.001 -0.004 -0.033 0.00
H -2.5639 -3.3303 -3.9187 -0.033 -0.020 -0.018 0.00
H -4.9628 -2.5423 -1.4022 0.014 -0.062 0.044 0.00
H 2.0075 0.1700 4.0940 -0.031 0.024 0.018 0.00
H 4.0481 0.8373 3.1070 0.007 0.039 -0.007 0.00
H 3.9892 1.6119 1.5038 -0.007 0.004 0.015 0.00
H 4.2762 -0.1173 1.6339 0.027 0.013 -0.038 0.00
H -0.9079 -2.5714 3.8608 -0.015 -0.048 -0.023 0.00
H -2.0829 -1.6010 2.9899 -0.120 -0.023 -0.031 0.00
H -2.2808 -1.8621 4.7408 0.024 0.026 0.001 0.00
H 0.8148 -1.4737 5.3484 0.003 -0.004 0.064 0.00
H -0.5665 -0.9206 6.3046 0.008 -0.002 0.010 0.00
H 0.6389 0.2482 5.7676 0.015 -0.035 0.063 0.00
H -2.1096 1.0575 3.4637 -0.080 -0.035 -0.014 0.00
H -1.0533 1.6417 4.7508 -0.022 0.016 -0.015 0.00
H -2.4095 0.5676 5.1403 0.028 0.016 0.023 0.00
H -0.9316 5.0400 -1.9090 0.013 0.014 0.015 0.00
H -0.6958 4.6078 -4.2527 -0.022 -0.013 0.005 0.00
H -1.3906 3.0413 -4.7441 0.005 0.000 -0.018 0.00
H 0.3442 3.2020 -4.5881 -0.012 -0.001 -0.039 0.00
H -1.6510 2.9502 2.1896 0.030 0.001 0.037 0.00
H -1.0169 4.4142 2.9660 0.005 0.032 -0.017 0.00
H 0.0889 3.2264 2.2473 -0.002 -0.019 0.040 0.00
H -3.1340 4.4321 0.7924 -0.013 0.011 -0.006 0.00
H -2.4428 5.6937 -0.2380 -0.021 0.020 0.020 0.00
H -2.4363 5.8879 1.5176 -0.004 0.008 -0.001 0.00
H 1.1374 5.0391 0.7287 0.012 0.021 0.026 0.00
H 0.1040 6.1782 1.6084 -0.003 0.010 -0.002 0.00
H 0.0716 6.1388 -0.1554 0.034 0.023 0.010 0.00
H -5.9842 0.4956 -0.8011 -0.035 0.007 -0.004 0.00
H -6.9826 -0.0626 0.5487 -0.018 -0.003 -0.012 0.00
H -6.5573 -1.1784 -0.7480 -0.016 0.013 0.010 0.00
H -4.5097 1.3801 0.9723 0.075 0.011 0.022 0.00
H -3.5540 0.2847 1.9705 0.072 0.049 0.116 0.00
H -5.2632 0.5680 2.3572 -0.035 0.011 -0.038 0.00
H -5.6575 -2.7706 0.9380 0.021 -0.016 0.010 0.00
H -5.9141 -1.7083 2.3278 -0.031 -0.011 -0.032 0.00
H -4.2970 -2.3372 1.9766 0.008 0.002 0.069 0.00
O -0.2693 -3.3103 0.6884 -0.413 0.251 -0.084 0.00
Cl 1.1486 -3.4704 0.8140 0.025 -0.027 0.206 0.00
O 1.5512 -4.7656 0.4029 0.158 -0.455 -0.245 0.00
O 1.5540 -3.2153 2.1628 0.082 0.236 0.371 0.00
O 1.8255 -2.4750 -0.0387 0.026 0.488 -0.330 0.04
C 6.1922 -0.5614 -1.6211 -0.161 -0.153 -0.004 0.00
N 5.9240 -1.9832 -1.5511 0.087 -0.115 -0.214 0.00
C 6.5549 -2.6000 -0.4073 -0.097 0.039 0.057 0.00
C 4.5034 -2.3093 -1.6275 0.056 0.073 0.000 0.01
C 3.9015 -1.9982 -2.9838 0.029 0.035 -0.204 0.03
C 4.7370 -2.2256 -4.0825 -0.030 -0.030 0.051 0.01
C 4.3016 -2.0423 -5.3801 0.043 -0.027 -0.039 0.01
C 2.9916 -1.6585 -5.6051 -0.160 0.045 -0.066 0.00
C 2.1455 -1.4345 -4.5289 0.163 -0.096 -0.091 0.03
C 2.5823 -1.5687 -3.2098 0.172 0.008 0.075 0.14
H 7.2700 -0.3949 -1.6499 -0.014 0.029 0.011 0.00
H 5.7722 -0.0138 -0.7628 -0.013 0.078 0.101 0.00
H 5.7511 -0.1499 -2.5294 0.022 0.029 0.006 0.00
H 7.6227 -2.3763 -0.4133 0.002 -0.007 0.023 0.00
H 6.4271 -3.6820 -0.4540 0.007 0.001 0.016 0.00
H 6.1339 -2.2535 0.5541 0.025 0.016 0.005 0.00
H 3.9381 -1.8223 -0.8313 -0.091 0.082 0.133 0.00
H 4.4110 -3.3866 -1.4588 -0.059 0.028 0.057 0.00
H 5.7502 -2.5507 -3.8793 -0.004 0.023 -0.036 0.00
H 4.9765 -2.2117 -6.2102 -0.004 -0.019 0.002 0.00
H 2.6130 -1.5317 -6.6126 0.036 -0.008 -0.009 0.00
H 1.1261 -1.1572 -4.7516 -0.024 0.010 0.047 0.00

Record 2
16
Properties=species:S:1:pos:R:3:forces:R:3:mulliken_charge:R:1 method="wB97M-V/def2-TZVPD" e_above_lowest_kcal_mol=113.4 charge=0 max_force_ev_per_a=19.14 homo_energy_ev=-8.3
C -0.3412 2.3402 2.2938 -0.656 -11.361 6.334 -1.57
C -0.3480 1.3776 1.1912 2.354 -4.883 -3.942 0.26
C 0.4261 0.1550 0.8625 2.380 1.479 6.163 -0.45
C 0.0691 -0.3625 -0.3350 -1.767 1.334 -2.969 1.10
C 0.5385 -1.5240 -1.0639 -1.914 -1.668 -1.049 0.40
O -0.0114 -2.0076 -2.0683 1.746 1.507 2.200 -0.60
O 1.5318 -2.1692 -0.4662 -5.408 -4.687 -17.755 -0.34
C -0.8747 0.5043 -0.9397 2.442 0.571 5.084 -0.91
N -1.0822 1.4948 -0.0064 -2.619 4.765 2.294 -0.15
H 0.2899 1.9939 3.3523 -1.551 1.086 -3.613 0.24
H -0.2487 3.1899 2.0361 2.809 11.364 -3.423 0.57
H -1.3422 2.4311 2.6484 -1.256 -0.545 0.776 0.43
H 1.3261 -0.3718 1.6368 -3.013 1.865 -2.390 -0.05
H 1.8134 -2.0490 0.2501 5.992 3.866 16.890 0.17
H -1.4433 0.3221 -1.7330 -2.132 -0.272 -3.237 0.55
H -1.8012 2.4907 0.0756 2.594 -4.421 -1.362 0.37

Record 3
75
Properties=species:S:1:pos:R:3:forces:R:3:lowdin_spin:R:1 method="wB97M-V/def2-TZVPD" s2=6.0740 e_above_lowest_kcal_mol=0.1 charge=+2 max_force_ev_per_a=0.47 homo_energy_ev="-13.7 / -14.4" spin_multiplicity=5
Pt 0.1451 -0.0675 0.5773 -0.165 0.077 -0.383 1.37
C -4.0981 -2.5111 0.6742 -0.031 0.028 -0.040 0.03
C -4.1358 -1.0761 1.0423 -0.248 -0.238 0.056 0.21
N -5.2297 -0.5767 1.5872 0.157 -0.177 -0.104 -0.01
C -5.2657 0.7173 1.8605 -0.114 0.150 0.083 0.25
C -4.2250 1.6456 1.5705 0.148 -0.078 -0.138 0.09
C -4.4911 3.1092 1.8809 0.210 0.159 0.016 0.01
O -5.7901 3.3602 2.3294 -0.040 -0.110 -0.017 0.00
C -3.0297 1.1573 1.0671 -0.076 0.076 0.013 0.05
C -1.9700 2.1166 0.7602 0.095 0.009 0.023 0.02
N -0.7054 1.9095 0.6433 -0.229 0.258 0.124 0.12
C 0.1640 3.0509 0.5249 0.022 -0.189 -0.057 0.01
C -0.1781 4.2787 1.0921 0.084 0.056 -0.043 0.01
C 0.6563 5.3758 0.9616 0.016 -0.018 -0.010 0.00
C 1.8567 5.2655 0.2776 -0.024 0.010 0.023 0.00
C 2.2424 4.0399 -0.2422 -0.097 -0.077 0.019 0.00
C 1.4078 2.9410 -0.1001 -0.045 0.244 0.075 0.01
I 2.1329 1.1127 -0.7976 0.111 -0.045 -0.018 0.13
C -2.9408 -0.2625 0.8196 0.128 0.160 -0.197 0.11
O -1.9236 -0.8569 0.3824 0.030 0.117 0.453 0.31
H -5.0194 -2.9935 0.9848 0.003 0.000 0.008 0.00
H -3.2347 -3.0060 1.1205 0.008 -0.013 0.046 0.01
H -3.9776 -2.6138 -0.4082 0.000 0.012 -0.008 0.01
H -6.1642 1.0972 2.3281 -0.022 -0.028 0.007 0.01
H -4.2420 3.7305 1.0113 -0.019 -0.064 0.036 0.00
H -3.8184 3.4091 2.6936 -0.013 0.000 -0.065 0.00
H -6.3675 3.5871 1.5927 -0.017 0.048 0.008 0.00
H -2.3206 3.1402 0.6469 0.079 -0.029 0.016 0.00
H -1.0814 4.3932 1.6753 -0.051 -0.085 -0.005 0.00
H 0.3713 6.3154 1.4135 -0.004 0.017 -0.007 0.00
H 2.5084 6.1214 0.1730 0.010 0.001 -0.007 0.00
H 3.1931 3.9434 -0.7470 0.031 -0.017 -0.004 0.00
C 0.5047 3.2926 4.8014 -0.038 0.060 -0.017 -0.01
C 0.8194 1.8244 4.7695 -0.014 -0.028 -0.090 0.00
C 1.3578 1.1866 5.8923 0.002 -0.041 -0.024 0.19
C 1.6965 -0.1702 5.8772 -0.042 -0.018 -0.116 0.00
C 2.2751 -0.8278 7.0949 0.031 -0.026 0.063 -0.01
C 1.4856 -0.8996 4.7250 0.012 0.042 0.044 0.14
C 0.9336 -0.2998 3.5564 -0.021 -0.052 -0.072 0.07
C 0.6140 1.0851 3.6290 0.035 -0.007 0.120 0.13
N 0.7133 -0.9579 2.3987 0.094 -0.168 0.300 0.55
C 1.0439 -2.3915 2.1610 -0.094 0.242 -0.050 0.05
C 0.2779 -3.3649 3.0738 0.022 -0.058 0.000 0.02
C 0.6573 -4.8048 2.6922 -0.030 0.007 0.075 0.00
C 2.1716 -4.9858 2.8310 0.014 -0.055 -0.003 0.00
C 2.9028 -4.0483 1.8663 0.061 0.055 0.045 0.00
C 2.4710 -4.3314 0.4291 0.011 -0.021 -0.053 0.00
C 0.9619 -4.1365 0.3103 -0.039 0.063 -0.040 0.01
C 0.2354 -5.0973 1.2535 -0.032 -0.021 -0.037 0.00
C 0.5801 -2.7044 0.7276 0.002 -0.171 0.019 0.04
C 2.5676 -2.5952 2.2219 0.053 -0.081 0.010 0.02
H 0.3864 3.6519 5.8214 0.001 0.000 0.015 0.00
H -0.4170 3.5107 4.2600 0.012 -0.004 -0.008 0.00
H 1.3090 3.8674 4.3382 0.006 0.005 0.007 0.00
H 1.5216 1.7597 6.7961 0.010 0.015 0.031 0.01
H 2.5175 -0.0952 7.8613 0.006 -0.004 0.009 0.00
H 3.1852 -1.3733 6.8473 0.007 -0.022 0.006 0.00
H 1.5664 -1.5382 7.5221 -0.001 -0.012 0.008 0.00
H 1.7646 -1.9376 4.7267 0.004 -0.028 0.011 0.01
H 0.2088 1.5711 2.7600 -0.077 0.043 -0.134 0.01
H -0.7960 -3.2031 2.9392 -0.023 0.011 -0.013 0.00
H 0.4886 -3.2083 4.1279 0.022 0.027 0.014 0.00
H 0.1408 -5.4838 3.3733 0.009 0.001 -0.012 0.00
H 2.4392 -6.0216 2.6137 0.004 -0.011 -0.002 0.00
H 2.4843 -4.7884 3.8601 0.006 0.008 0.018 0.00
H 3.9816 -4.1856 1.9638 -0.017 -0.007 -0.008 0.00
H 2.7317 -5.3534 0.1475 -0.002 -0.009 0.010 0.00
H 2.9989 -3.6685 -0.2628 0.013 0.015 -0.006 0.00
H 0.6342 -4.2967 -0.7187 0.012 -0.014 0.013 0.00
H 0.4809 -6.1277 0.9892 0.018 -0.004 0.006 0.00
H -0.8478 -4.9912 1.1445 -0.017 0.008 0.002 0.00
H -0.5050 -2.6060 0.6504 0.028 -0.026 0.026 0.00
H 1.0735 -2.0109 0.0074 0.040 0.025 -0.036 0.01
H 3.0442 -1.9083 1.5141 -0.001 0.009 -0.014 0.00
H 2.9636 -2.3546 3.2074 -0.020 -0.002 -0.019 0.00

Record 4
18
Properties=species:S:1:pos:R:3:forces:R:3:mulliken_charge:R:1 method="wB97M-V/def2-TZVPD" e_above_lowest_kcal_mol=17.8 charge=0 max_force_ev_per_a=1.33 homo_energy_ev=-9.9
C 0.2613 -1.2584 -0.8371 0.061 1.143 0.111 -1.08
C 0.7916 -0.7277 0.5085 -1.021 -0.631 0.581 0.52
C -0.1794 -1.1235 1.6451 0.108 -0.308 -0.216 -1.37
N 1.0067 0.7207 0.6239 0.410 -0.285 -0.623 -0.17
C 0.8630 1.6715 -0.3291 0.331 0.045 0.319 -0.11
O 0.4906 1.5313 -1.4720 -0.210 0.202 -0.189 -0.55
H -0.3496 -0.4829 -1.2982 -0.074 -0.356 -0.011 0.19
H -0.3513 -2.1390 -0.6758 0.193 -0.171 -0.009 0.36
H 1.0870 -1.4609 -1.5089 0.023 -0.143 -0.211 0.34
H 1.7315 -1.2248 0.7316 0.287 0.023 -0.087 0.19
H 0.3692 -1.3323 2.5579 -0.047 0.454 0.383 0.37
H -0.9805 -0.3964 1.7834 0.232 0.113 0.099 0.35
H -0.6653 -2.0616 1.4152 -0.103 -0.317 -0.184 0.34
H 1.5895 0.9892 1.4018 -0.264 0.125 0.086 0.27
H 1.1336 2.6584 0.0826 0.049 0.124 -0.078 0.39
O -2.5771 1.3008 -1.4364 0.134 0.211 -0.101 -0.64
H -2.2719 2.1189 -1.0293 -0.123 -0.039 0.143 0.31
H -1.9489 1.2167 -2.1632 0.017 -0.189 -0.012 0.32

Record 5
23
Properties=species:S:1:pos:R:3:forces:R:3:mulliken_charge:R:1 method="wB97M-V/def2-TZVPD" e_above_lowest_kcal_mol=10.8 charge=+1 max_force_ev_per_a=4.71 homo_energy_ev=-15.4
C -1.6343 -1.5127 0.3997 -1.388 -1.184 -2.258 -1.07
Si -1.2312 -0.0345 -0.6314 1.267 0.210 1.581 0.49
C -1.7486 1.7082 -0.0349 4.705 -0.031 -0.065 -1.07
N 0.7800 -0.0684 -0.1560 0.178 -0.088 0.786 0.11
C 1.3766 1.0453 -0.9577 2.849 -2.138 1.032 -1.26
C 0.9812 0.2356 1.3914 0.564 -2.159 -2.396 -1.05
C 1.5622 -1.3579 -0.4055 0.066 -0.755 2.374 -0.99
H -1.6596 -2.4893 -0.1514 0.121 0.953 -0.408 0.33
H -0.9102 -1.7885 1.1188 0.130 0.429 1.650 0.38
H -2.7062 -1.4231 0.6151 0.346 -0.016 1.126 0.41
H -1.5533 -0.1917 -2.0527 0.503 -0.028 -0.179 -0.09
H -0.8657 2.3538 0.4365 -1.867 -1.661 -0.514 0.28
H -1.9678 2.3005 -0.8662 -0.534 0.770 -1.702 0.38
H -2.5759 1.7323 0.5621 -2.072 -0.120 1.930 0.44
H 1.0023 1.9634 -0.6565 -0.709 1.679 0.558 0.49
H 2.5080 1.0109 -0.8359 -1.353 0.267 -0.019 0.43
H 1.1845 0.8442 -1.9644 -0.398 -0.092 -1.700 0.45
H 1.7389 0.9717 1.5015 0.572 0.631 0.031 0.36
H 0.0719 0.5112 1.7991 -1.711 0.781 0.880 0.42
H 1.3034 -0.7220 1.8122 -0.133 0.465 0.170 0.46
H 1.0113 -2.3079 -0.2375 -0.249 0.976 0.108 0.33
H 1.9540 -1.4330 -1.3521 0.412 0.326 -2.602 0.40
H 2.4974 -1.4767 0.2334 -1.300 0.784 -0.382 0.40

Record 6
17
Properties=species:S:1:pos:R:3:forces:R:3:lowdin_spin:R:1 method="wB97M-V/def2-TZVPD" s2=0.7538 e_above_lowest_kcal_mol=28.1 charge=0 max_force_ev_per_a=4.86 homo_energy_ev="-6.4 / -9.0" spin_multiplicity=2
O 3.5175 0.2664 1.1843 1.195 -0.856 0.593 0.09
C 2.7494 -0.4990 0.5438 -0.189 -3.096 -0.868 0.03
O 1.6747 0.3312 0.0311 1.040 -0.284 -0.208 0.08
O 2.7616 -1.6742 0.2809 0.015 1.338 0.422 0.02
Sn 2.6108 2.0289 0.8843 -0.197 3.634 0.519 0.76
C 0.1883 -0.0462 -1.7308 2.869 -1.582 0.037 0.00
C 0.5542 -0.2732 -0.4257 -4.317 2.096 -0.783 0.00
H 0.8558 0.5839 -2.3271 0.026 -0.505 -0.487 0.00
H -0.5404 -0.7037 -2.2072 -0.538 1.009 0.282 0.00
O -3.0230 -0.0375 0.9583 -0.329 0.533 -0.073 0.00
C -1.8325 -0.5236 0.3705 -1.298 -0.573 -1.363 0.00
C -0.9182 0.6210 -0.0665 1.684 -0.503 2.625 0.01
H -3.3398 -0.6672 1.6101 0.044 -0.033 -0.039 0.00
H -2.1014 -1.1721 -0.4801 0.128 -0.059 0.180 0.00
H -1.3028 -1.1402 1.1164 0.164 0.529 -0.483 0.00
H -0.7077 1.6053 -0.5208 -2.073 -0.637 -2.391 0.00
H -1.1466 1.3001 0.7785 1.774 -1.011 2.037 0.01